Molecular formula: C28H77N7O7
Method: DFT, the ωB97M-V functional and the def2-TZVPD basis

XYZ file:
```
119
Properties=species:S:1:pos:R:3:forces:R:3
C -6.3055 8.5665 -1.2816 0.9 -1.2 0.9
O -7.4468 8.1759 -1.9813 -1.5 1.5 -0.9
C -8.6785 8.7329 -1.4571 0.6 -1.1 0.1
C -9.8990 7.9946 -2.0358 -2.0 -1.1 -0.1
C -11.1506 8.1617 -1.1865 -0.8 0.3 1.3
N -9.7607 6.5445 -2.1768 1.2 -0.4 0.3
H -6.1155 9.5469 -0.8449 -1.1 0.8 -0.6
H -5.4340 8.3702 -1.9062 -0.1 -0.2 0.0
H -6.2988 7.9214 -0.4030 0.6 -0.3 0.3
H -8.6630 8.5186 -0.3885 -0.2 -0.1 0.4
H -8.6903 9.8211 -1.5197 -0.2 0.1 -0.5
H -10.2981 8.2004 -3.0290 1.0 1.4 -0.3
H -11.0777 7.9155 -0.1272 1.3 1.0 0.7
H -11.9131 7.3839 -1.2282 -0.2 -0.1 -1.9
H -11.6417 9.1252 -1.3224 0.0 0.0 0.2
H -10.1675 6.0520 -1.3944 0.2 0.0 0.2
H -8.7702 6.3474 -2.1906 0.2 -0.5 -0.1
C 1.0797 -9.8858 -1.0911 0.2 -0.7 0.8
O 2.2561 -10.6981 -1.0567 -0.3 0.2 -0.4
C 3.4794 -10.0721 -0.7764 0.3 2.4 -0.9
C 4.6407 -10.9918 -1.0932 0.6 -0.4 -0.3
C 4.7942 -11.3568 -2.5859 -0.1 -0.5 0.2
N 4.3372 -12.2159 -0.2966 0.5 0.8 -0.8
H 0.3635 -10.4435 -0.4875 -0.4 0.0 -0.3
H 0.7179 -9.7517 -2.1105 0.1 0.1 0.0
H 1.1838 -8.9341 -0.5700 0.4 0.2 -0.2
H 3.5969 -9.1331 -1.3175 -0.2 0.1 -0.9
H 3.4904 -9.6399 0.2242 0.1 -0.8 0.8
H 5.5704 -10.5103 -0.7901 0.0 0.1 0.3
H 4.8039 -10.4968 -3.2555 -0.4 0.1 0.1
H 4.0537 -12.1110 -2.8522 -0.5 0.5 -0.2
H 5.7072 -11.9024 -2.8244 0.4 0.2 0.6
H 3.3543 -12.0238 -0.4278 -0.9 -2.0 0.8
H 4.5057 -11.9316 0.6578 0.1 -0.2 0.4
C -0.0681 -4.8439 8.1542 0.8 -0.8 0.9
O 0.9773 -4.8321 9.1360 -0.7 0.5 0.8
C 0.4770 -4.6448 10.5193 1.7 0.1 -2.0
C 1.6920 -4.4308 11.4492 -0.4 -0.1 0.7
C 2.8605 -3.6381 10.8087 0.6 -1.6 0.8
N 2.0962 -5.7404 12.0696 0.3 0.7 -0.8
H 0.4059 -4.9140 7.1752 0.0 0.2 0.1
H -0.7260 -3.9767 8.2110 0.0 0.1 0.1
H -0.6220 -5.7696 8.3107 -0.5 0.0 -0.2
H -0.1180 -3.7318 10.5003 -0.3 -0.1 0.2
H -0.0886 -5.5405 10.7761 -0.2 0.1 0.3
H 1.3338 -3.8038 12.2657 -0.3 0.3 0.1
H 3.7109 -3.6757 11.4896 0.0 0.0 0.5
H 2.7035 -2.5673 10.6790 -0.5 -0.3 -0.6
H 3.2586 -4.2193 9.9771 -0.4 0.6 -0.5
H 2.7270 -5.5677 12.8393 0.4 0.2 0.0
H 1.3058 -6.1745 12.5244 -0.4 0.0 -0.2
C 2.8595 3.0793 5.4413 1.1 -0.8 -0.5
O 4.3220 3.1465 5.6229 -1.4 -0.9 -0.2
C 4.9951 1.8336 5.7925 -1.1 2.4 -1.0
C 6.2932 1.8013 4.9801 2.1 -1.1 3.1
C 6.2109 1.7073 3.5353 -1.8 1.7 -2.2
N 7.1011 0.6599 5.5030 -0.2 -0.7 -0.9
H 2.4362 4.0784 5.3372 0.4 0.0 0.4
H 2.3201 2.4546 6.1533 0.3 0.5 1.0
H 2.5614 2.5398 4.5423 0.6 0.1 -0.7
H 5.1641 1.7497 6.8660 0.3 -0.3 -0.1
H 4.3006 1.0738 5.4340 0.1 -0.4 0.1
H 6.9962 2.6113 5.1742 -0.8 0.8 0.4
H 5.7418 2.6645 3.3078 -0.4 0.2 -0.5
H 5.4822 0.9969 3.1450 0.3 -0.5 0.0
H 7.1018 1.7971 2.9136 0.4 -0.7 0.6
H 6.8450 0.3045 6.4130 -0.2 0.3 0.2
H 6.8917 -0.0884 4.8578 0.3 -0.5 0.1
C 1.2213 -1.1727 -0.0028 0.5 -0.2 -0.8
O 0.4127 -0.1571 -0.5395 -0.5 1.3 0.8
C 0.4163 1.0438 0.2310 -1.9 1.5 0.2
C -0.2800 2.2069 -0.6087 -0.9 0.5 0.4
C -0.1553 3.6766 -0.1139 2.8 -0.6 -0.2
N -1.7304 2.0655 -0.8431 0.7 -1.7 0.4
H 0.8027 -2.1391 -0.2842 0.0 0.0 -0.1
H 1.3557 -1.1973 1.0786 -0.2 0.5 0.1
H 2.1748 -1.0239 -0.5095 0.5 -0.5 0.4
H -0.1225 0.9255 1.1711 -0.6 -0.4 0.0
H 1.3587 1.4178 0.6309 0.9 -0.3 -0.9
H 0.2380 2.0897 -1.5605 0.2 0.5 -0.3
H 0.9217 3.8381 -0.1596 0.4 0.4 0.2
H -0.3978 3.9716 0.9071 -0.6 -0.6 -0.1
H -0.5020 4.4220 -0.8296 -0.6 -0.4 0.0
H -2.1961 2.9388 -1.0447 0.3 -0.2 -0.3
H -1.8117 1.3923 -1.5917 -0.8 0.1 -0.1
C -3.7280 -0.2428 -7.3712 0.6 0.1 1.0
O -3.0683 -0.1027 -6.0756 -0.8 -0.1 -2.0
C -1.9714 -0.9653 -5.9571 -1.0 -1.2 1.0
C -2.3790 -2.4560 -5.7048 0.2 -0.5 1.7
C -3.4053 -2.6490 -4.6001 -1.5 0.1 -0.7
N -1.1551 -3.0762 -5.2722 2.6 0.3 -0.1
H -4.1222 -1.2430 -7.5511 -0.1 -0.2 0.4
H -2.9917 -0.0784 -8.1580 0.0 0.4 -0.1
H -4.5458 0.4774 -7.3965 0.2 0.0 -0.1
H -1.2272 -0.9672 -6.7535 -0.1 0.5 -0.3
H -1.5324 -0.6139 -5.0233 0.5 -0.2 0.0
H -2.7530 -3.0409 -6.5451 0.1 0.6 -0.5
H -4.3111 -2.1014 -4.8601 -0.1 0.4 0.3
H -3.1008 -2.4363 -3.5753 0.3 0.3 -0.2
H -3.7436 -3.6843 -4.6430 0.2 -0.2 0.2
H -0.6690 -2.4520 -4.6444 0.2 0.3 -0.1
H -1.0581 -3.9521 -4.7787 -1.2 -0.4 -0.5
C -0.5363 6.0079 -6.3415 -0.2 2.5 0.6
O 0.5626 6.9290 -6.5298 0.1 -1.8 -1.2
C 1.5011 6.2779 -7.4059 0.5 1.1 1.3
C 2.2830 5.1385 -6.7116 -0.6 1.0 0.3
C 3.2049 5.5671 -5.6190 0.0 -0.3 2.1
N 3.1429 4.5318 -7.6535 0.1 -1.0 -1.7
H -1.0002 5.7738 -7.2997 0.3 -0.8 0.0
H -1.2603 6.6753 -5.8741 -0.3 -0.4 0.4
H -0.2776 5.2109 -5.6443 -0.2 -0.3 -0.5
H 1.0761 5.9905 -8.3676 -0.6 -0.5 0.1
H 2.2047 7.0571 -7.6991 0.4 0.1 0.2
H 1.5710 4.3970 -6.3494 0.1 -0.1 0.2
H 2.6639 5.8151 -4.7058 0.0 0.8 0.0
H 3.9941 6.2796 -5.8590 -0.5 0.5 -0.3
H 3.7848 4.7067 -5.2849 -0.1 -0.4 -0.3
H 3.4423 5.3183 -8.2120 0.7 -0.2 -0.6
H 2.5264 3.9897 -8.2419 0.3 -0.3 -0.7
```
Forces are in eV/Å.

Its total energy is -55038.4912 eV. The value obtained for the lowest unoccupied orbital energy is 0.01153 Eh. The calculation puts the HOMO energy at -8.9727 eV. For the energy above the lowest of the compared OMol25 structures with the same formula, charge and spin, the calculation gives 6.644 eV. For the largest force on an atom, the calculation gives 3.91 eV/Å. The frontier orbital gap comes out at 9.286 eV. The SMILES is COC[C@H](C)N.COC[C@H](C)N.COC[C@H](C)N.COC[C@H](C)N.COC[C@H](C)N.COC[C@H](C)N.COC[C@H](C)N.